## i
# C5H8Cl2

A cluster of 2 separate species, C5H8Cl2 in total (wB97M-V/def2-TZVPD, OMol25).

```
15
C5H8Cl2, DFT wB97M-V/def2-TZVPD
Cl 2.672 -0.970 -0.670
Cl -2.906 -0.975 -0.891
C 0.759 -0.798 -0.336
C 0.342 -1.303 1.186
C -2.449 0.283 0.117
C 0.090 0.386 -0.434
C 0.724 1.705 -0.506
H 1.240 -1.756 1.702
H 1.687 1.853 -0.890
H -0.003 -0.356 1.623
H -0.568 -1.998 0.925
H 0.456 -1.462 -1.129
H 0.572 1.772 0.650
H 0.078 2.515 -0.929
H -2.693 1.105 -0.418
```

Values from the calculation:
- Kohn-Sham gap (alpha / beta) (eV) = 7.811 / 7.810

---

## ii
# C5H8Cl2

The molecule C5H8Cl2 (wB97M-V/def2-TZVPD, OMol25).

```
15
C5H8Cl2, DFT wB97M-V/def2-TZVPD
Cl -0.717 1.160 2.045
Cl 1.728 0.766 -1.126
C -0.882 -0.547 1.529
C -1.209 -1.061 -0.918
C -0.901 -1.093 -2.380
C 1.089 -0.553 -0.100
C -0.348 -0.792 0.066
H -1.355 -1.974 -2.866
H 0.173 -1.211 -2.590
H 1.580 -0.381 0.821
H -0.237 -1.169 2.172
H -1.942 -0.796 1.668
H -1.263 -0.166 -2.858
H 1.530 -1.360 -0.625
H -2.169 -1.397 -0.532
```

Values from the calculation:
- SMILES = CC=C(CCl)CCl
- Kohn-Sham gap (eV) = 10.522

---

Result of the stability comparison: i is the least stable of them.

---

## i
# C7H7NO4

The molecule C7H7NO4 (wB97M-V/def2-TZVPD, OMol25).

```
19
C7H7NO4, DFT wB97M-V/def2-TZVPD
O -0.722 0.702 -0.199
O -2.973 1.610 0.234
O 2.878 -0.238 0.040
O -3.973 -0.364 0.251
N -2.988 0.404 0.183
C -1.731 -0.291 0.155
C 1.307 2.227 -0.069
C 1.012 -1.649 -0.003
C -0.173 -2.225 -0.015
C 1.515 -0.221 -0.071
C -1.511 -1.611 -0.047
C 0.808 0.874 -0.100
H 2.318 2.216 -0.604
H 1.907 -2.347 -0.225
H 3.099 0.762 0.060
H 0.553 2.952 -0.500
H 1.373 2.754 0.853
H -2.363 -2.243 0.212
H -0.338 -3.311 -0.154
```

Values from the calculation:
- SMILES = CC1=C(O)C=CC=C([N+](=O)[O-])O1
- Kohn-Sham gap (eV) = 7.094

---

## ii
# C7H7NO4

A cluster of 2 separate species, C7H7NO4 in total (wB97M-V/def2-TZVPD, OMol25).

```
19
C7H7NO4, DFT wB97M-V/def2-TZVPD
O 2.309 -1.180 1.191
O 1.690 -2.138 -0.684
O 4.525 1.024 -1.260
O 3.417 1.127 0.649
N 4.047 0.393 -0.319
C 0.135 0.711 0.838
C -2.089 0.989 -0.232
C 0.295 -0.440 0.071
C -1.903 -0.204 -0.947
C -0.994 1.459 0.628
C -0.672 -0.840 -0.798
C 1.516 -1.220 0.268
H -3.073 1.601 -0.087
H -1.115 2.384 1.245
H -0.471 -1.801 -1.449
H 3.097 0.519 1.405
H 2.515 -2.697 -0.512
H 0.967 1.135 1.391
H -2.739 -0.548 -1.698
```

Values from the calculation:
- SMILES = O=C(O)c1ccccc1.O=NO
- Kohn-Sham gap (eV) = 9.915

---

Result of the stability comparison: i is the least stable of them.

---

## i
# C3H6FN

A cluster of 4 separate species, C3H6FN in total (wB97M-V/def2-TZVPD, OMol25).

```
11
C3H6FN, DFT wB97M-V/def2-TZVPD
F -2.091 0.248 -0.392
N -1.781 -1.079 -0.039
C 2.706 -0.477 0.289
C -2.769 -1.783 0.216
C 1.528 -0.765 0.228
H -1.131 0.724 3.164
H 0.647 -1.216 0.361
H 3.680 -0.235 -0.032
H -2.502 -2.816 0.462
H -0.646 1.263 3.637
H -3.892 -1.542 0.083
```

Values from the calculation:
- Kohn-Sham gap (eV) = 11.277

---

## ii
# C3H6FN

The molecule C3H6FN (wB97M-V/def2-TZVPD, OMol25).

```
11
C3H6FN, DFT wB97M-V/def2-TZVPD
F 1.308 0.214 -0.995
N -1.112 0.586 0.410
C 0.592 -0.492 -0.111
C -0.935 -0.609 -0.470
C 0.090 0.338 1.121
H -1.910 1.044 0.855
H 1.197 -1.384 0.166
H -1.253 -0.300 -1.446
H -0.006 -0.441 1.916
H -1.322 -1.523 0.023
H 0.818 1.152 1.324
```

Values from the calculation:
- SMILES = FC1CNC1
- Kohn-Sham gap (eV) = 9.893

---

Result of the stability comparison: i is the least stable of them.

---

## i
# C3HNO2

The molecule C3HNO2 (wB97M-V/def2-TZVPD, OMol25).

```
7
C3HNO2, DFT wB97M-V/def2-TZVPD
O 0.051 1.847 -0.186
O -0.714 -1.459 -0.206
N 2.568 -0.528 -0.061
C 1.424 -0.182 0.039
C 0.039 0.598 0.070
C -1.093 -0.290 0.060
H -2.274 0.014 0.284
```

Values from the calculation:
- SMILES = N#CC(=O)C=O
- Kohn-Sham gap (eV) = 9.193

---

## ii
# C3HNO2

The molecule C3HNO2 (wB97M-V/def2-TZVPD, OMol25).

```
7
C3HNO2, DFT wB97M-V/def2-TZVPD
O 0.625 0.637 2.060
O 0.601 -0.454 0.067
N -0.254 0.829 -2.943
C -0.475 -0.013 -0.516
C -0.246 0.351 -1.885
C 0.210 -0.285 1.456
H -0.473 -1.081 1.763
```

Values from the calculation:
- Kohn-Sham gap (eV) = 8.904

---

## iii
# C3HNO2

The molecule C3HNO2 (wB97M-V/def2-TZVPD, OMol25).

```
7
C3HNO2, DFT wB97M-V/def2-TZVPD
O 0.728 -1.205 -1.440
O -0.134 -1.369 1.456
N -1.100 1.872 -1.050
C -0.657 0.880 -0.666
C 0.544 -0.420 -0.604
C 0.173 -0.349 0.903
H 0.446 0.590 1.401
```

Values from the calculation:
- SMILES = N#CC(=O)C=O
- Kohn-Sham gap (eV) = 8.951

---

Result of the stability comparison: ii is the least stable of them.

---

## i
# C3HNO2

A cluster of 2 separate species, C3HNO2 in total (wB97M-V/def2-TZVPD, OMol25).

```
7
C3HNO2, DFT wB97M-V/def2-TZVPD
O -2.088 -1.896 -0.698
O -0.294 1.159 0.241
N 3.027 0.327 0.442
C 0.471 0.137 0.089
C -1.780 -0.842 -0.418
C 1.872 0.367 0.315
H -1.208 0.747 0.028
```

Values from the calculation:
- Kohn-Sham gap (eV) = 8.846

---

## ii
# C3HNO2

The molecule C3HNO2 (wB97M-V/def2-TZVPD, OMol25).

```
7
C3HNO2, DFT wB97M-V/def2-TZVPD
O 1.761 0.682 -0.927
O -0.767 -1.836 -1.261
N -0.162 -0.845 -0.739
C 0.750 0.095 -0.938
C -0.414 0.531 1.449
C -0.359 0.006 0.359
H -0.809 1.366 2.057
```

Values from the calculation:
- Kohn-Sham gap (eV) = 7.810

---

Result of the stability comparison: ii is the least stable of them.

---

## i
# C5H9N3O2

The molecule C5H9N3O2 (wB97M-V/def2-TZVPD, OMol25).

```
19
C5H9N3O2, DFT wB97M-V/def2-TZVPD
O 1.596 -0.741 -1.356
O 2.515 0.633 0.021
N -0.740 0.646 -0.269
N 1.617 -0.136 -0.296
N -1.206 -1.683 -0.122
C 0.662 0.182 1.973
C -1.764 -0.346 -0.297
C 0.490 -0.249 0.531
C -0.051 -1.575 0.379
C -0.353 1.231 -1.547
H -0.860 2.238 -1.776
H 1.333 -0.590 2.229
H -2.326 -0.131 -1.269
H -0.544 0.540 -2.299
H -0.300 0.086 2.548
H 0.583 -2.514 0.649
H -2.462 -0.114 0.463
H 1.049 1.113 1.959
H 0.761 1.411 -1.522
```

Values from the calculation:
- SMILES = CN1CN=C[C@@]1(C)[N+](=O)[O-]
- Kohn-Sham gap (eV) = 8.853

---

## ii
# C5H9N3O2

A structure of composition C5H9N3O2 (wB97M-V/def2-TZVPD, OMol25).

```
19
C5H9N3O2, DFT wB97M-V/def2-TZVPD
O -1.127 2.214 2.915
O -1.050 0.403 -2.082
N -1.579 -1.401 -1.200
N 0.713 0.384 0.461
N 1.591 -1.360 -0.752
C 2.931 -1.215 -0.237
C -0.414 1.174 0.874
C -0.563 -0.607 -1.429
C 0.628 -0.439 -0.518
C -0.281 1.588 2.321
H 3.351 -0.229 -0.490
H -2.186 -0.235 -1.982
H 3.561 -1.996 -0.677
H 2.939 -1.316 0.858
H 1.356 -2.194 -1.269
H -0.476 2.110 0.289
H -1.336 -2.198 -0.618
H -1.400 0.686 0.766
H 0.627 1.210 2.845
```

Values from the calculation:
- Kohn-Sham gap (eV) = 9.685

---

Result of the stability comparison: i is the least stable of them.